Formula: C3H9NO3
Source: the Open Molecules 2025 dataset
Level of theory: ωB97M-V/def2-TZVPD

Its expectation value of S² is 0.759. The HOMO energy (alpha / beta) comes out at -13.47 / -13.47 eV. Its orbital gap (alpha / beta) is 9.3 / 3.2 eV.

```
! RIJCOSX wB97M-V def2-TZVPD def2/J DEFGRID3
* xyz 1 2
H 5.01794 0.06277 -4.86985
H -0.11699 -1.12708 0.94121
C -0.95188 0.24100 2.27023
H -2.22286 -1.81261 0.28493
C -0.31446 0.55657 -0.19921
N -2.35022 -0.82841 0.55074
H -1.46714 1.81465 3.08191
O -0.99840 1.55940 2.25697
H -2.72293 -0.99716 1.48417
O -1.19186 -0.50665 3.17995
C -0.94228 -0.40270 0.81178
H -1.00320 1.11471 -0.83545
O 4.43147 -0.68123 -4.70093
H 0.41319 0.06809 -0.84513
H 0.22325 1.30045 0.39612
H 4.19639 -0.36182 -3.80743
*
```

=====

Formula: C3H9NO3S
Source: the Open Molecules 2025 dataset
Level of theory: ωB97M-V/def2-TZVPD

Its expectation value of S² is 0.753. The HOMO energy (alpha / beta) comes out at -14.02 / -13.88 eV. Its orbital gap (alpha / beta) is 10.4 / 4.9 eV.

```
! RIJCOSX wB97M-V def2-TZVPD def2/J DEFGRID3
* xyz 1 2
C 0.46845 0.73854 1.11695
H 0.75171 1.78146 0.90903
O -2.29511 -2.01706 -1.45378
H -2.09611 -2.53317 -2.24639
O 0.34229 1.69758 -1.35831
H 0.12528 0.78788 2.14774
H 3.05409 1.71803 1.49184
S 3.11387 0.40598 1.82252
C 1.69619 -0.18257 0.94259
H 1.95519 -0.19574 -0.12305
H -1.76999 -0.43339 -1.59562
H -2.88386 -2.54790 -0.91023
H -1.48897 0.24158 0.63336
C -0.50898 0.90342 -1.06246
O -1.44980 0.45783 -1.88659
N -0.57263 0.36059 0.23148
H 1.55840 -1.18305 1.34093
*
```

=====

Formula: C3H9NO4S
Source: the Open Molecules 2025 dataset
Level of theory: ωB97M-V/def2-TZVPD

The HOMO energy comes out at -9.01 eV. Its orbital gap is 9.6 eV.

```
! RIJCOSX wB97M-V def2-TZVPD def2/J DEFGRID3
* xyz 0 1
S 2.60269 0.30223 0.17800
H -1.67733 1.71506 0.09705
O 3.99670 -0.02508 0.08618
H 0.45618 -1.22676 -1.04471
O 1.24814 -1.73035 -0.73875
C 1.59769 -1.18670 0.45497
O 2.21444 1.36860 1.05045
H 0.05597 1.61992 -0.27728
H -1.69077 -0.74384 -0.05148
O 2.11284 0.72303 -1.31345
C -0.90895 1.14168 -0.43215
H 0.26335 0.38732 1.73991
H 2.70275 0.31360 -1.94834
H -0.45671 -1.29187 1.80814
H -1.14033 1.14637 -1.49686
N -0.82504 -0.22963 0.03439
H 2.09660 -1.86989 1.12448
C -0.10105 -0.47380 1.19955
*
```

=====

Ordered energy relative to the best compared isomer or geometry (same formula, charge and spin) results: 2.176, 0.122, 1.015; unit eV.